# 1
DFT (ωB97M-V with the def2-TZVPD basis set) results for a 11-piece molecular cluster, C42H116N10O11 overall in a non-equilibrium geometry.

Last column: Mulliken charge in e.
Atoms and positions in Å:
O: -2.567 -2.248 -0.869  -0.301
O: 0.109 -5.835 -4.066  -0.376
O: -1.267 0.730 -3.794  -0.252
O: 5.086 -1.405 3.056  -0.523
O: 1.287 -2.212 0.438  1.592
O: 4.399 -0.561 -1.508  -0.181
O: 0.448 -1.287 4.195  0.495
O: 2.256 5.422 0.859  -0.463
O: -3.901 2.826 3.975  -0.508
O: -1.257 -8.228 0.312  -0.610
O: -1.803 6.228 -0.878  0.084
N: 1.956 -3.467 2.911  -0.502
N: 0.298 -8.329 -2.227  -0.647
N: -0.915 4.463 -3.588  -0.764
N: -2.379 3.679 0.115  2.149
N: -1.567 4.010 3.158  -0.405
N: 4.027 2.041 -2.501  -0.341
N: -3.706 1.266 -1.178  -0.599
N: 2.434 0.666 0.736  -0.024
N: 2.230 4.357 -2.704  -0.029
N: -1.533 -2.895 2.161  -0.250
C: -5.144 2.187 3.817  -0.508
C: 4.221 -4.131 2.425  -1.558
C: 0.857 -6.962 -2.033  1.349
C: 1.253 -6.217 -3.312  -0.936
C: -4.742 -0.254 0.416  -1.519
C: -0.744 2.036 -4.098  -0.241
C: 1.992 -7.105 -1.039  -1.193
C: 4.151 -0.387 -2.874  -1.158
C: -3.473 -0.011 -0.396  2.646
C: -2.854 6.038 0.065  -0.972
C: -1.580 3.084 -3.387  2.892
C: 1.144 -1.049 5.397  -1.096
C: 5.581 -0.184 2.648  -0.605
C: 3.733 -1.726 2.735  1.616
C: 4.684 -1.872 -1.114  -0.383
C: 0.784 -1.064 -0.185  0.110
C: 0.166 1.377 0.296  -0.743
C: -3.400 4.643 -0.091  1.165
C: 1.181 5.617 1.703  -0.164
C: 1.954 4.665 -0.318  0.808
C: 3.153 1.163 -4.625  -1.634
C: -0.494 -0.295 -4.407  -0.416
C: -1.510 2.710 3.848  0.713
C: -0.739 -2.057 4.345  -1.557
C: 1.001 0.181 0.666  1.966
C: -2.825 1.966 3.603  0.189
C: 2.627 5.184 -1.593  0.233
C: -1.711 -1.899 3.200  2.097
C: -3.204 -1.083 -1.441  -0.468
C: -2.404 -3.249 -1.878  -0.058
C: 2.291 6.632 -1.933  -1.738
C: -1.793 -7.005 0.879  0.169
C: 0.416 -4.784 -4.998  -0.595
C: -3.168 -1.954 3.640  -1.501
C: 1.042 -3.417 -0.223  -0.547
C: -4.622 4.308 0.734  -1.516
C: 3.378 0.891 -3.100  1.898
C: 3.393 -3.127 3.149  0.154
C: -3.004 3.175 -3.890  -1.904
C: -1.484 7.533 -1.185  -1.102
C: -1.095 2.923 5.310  -1.587
C: -0.828 -6.468 1.998  -0.467
H: 4.917 -1.923 -0.049  -0.060
H: 3.663 -3.193 4.200  0.534
H: -4.150 -1.329 -1.983  0.483
H: -0.790 2.012 3.411  -0.460
H: -3.477 -1.260 4.427  0.377
H: 4.128 -3.955 1.340  0.103
H: -2.846 1.110 4.279  0.472
H: -3.546 3.877 -3.253  0.413
H: -1.201 -1.700 5.276  0.548
H: -0.266 -1.168 -0.503  -0.167
H: -1.848 3.524 5.833  0.363
H: -2.432 6.149 1.080  0.116
H: 2.478 -6.143 -0.912  0.212
H: 2.556 2.071 -4.696  0.304
H: -2.335 8.096 -1.596  0.358
H: -2.804 -7.244 1.201  0.391
H: 4.086 1.374 -5.168  0.480
H: -3.339 -2.966 4.013  0.452
H: 0.393 6.220 1.213  0.084
H: -1.490 -0.885 2.816  -0.606
H: 5.949 -0.393 1.636  0.180
H: -0.825 2.224 -5.180  0.354
H: 5.259 -4.118 2.759  0.367
H: -5.168 1.192 4.295  0.294
H: -0.502 -7.362 2.521  0.454
H: 0.046 -5.977 1.565  -0.205
H: -3.635 2.021 -0.497  -0.191
H: 3.064 -0.989 3.214  0.240
H: 1.684 -3.211 1.974  -0.289
H: 1.221 -5.158 -5.641  0.375
H: 0.139 2.152 1.072  -0.166
H: -0.511 -0.225 -5.501  0.443
H: -3.579 6.856 -0.064  0.496
H: -0.393 -8.407 -2.977  0.195
H: -0.975 -1.231 -4.136  0.111
H: 4.769 0.543 2.583  0.234
H: 0.042 -6.405 -1.555  -0.429
H: -1.171 8.102 -0.295  0.392
H: 1.917 -0.330 5.150  0.270
H: 1.044 -8.992 -2.402  0.264
H: 0.870 4.582 -0.488  -0.413
H: 6.363 0.186 3.318  0.295
H: -3.397 -3.421 -2.323  0.522
H: -2.081 -2.639 1.339  0.319
H: -0.574 -3.145 4.439  0.311
H: -4.990 3.309 0.496  0.389
H: -3.005 3.582 -4.900  0.463
H: 1.814 -6.925 -3.943  0.342
H: -2.881 1.425 -1.749  0.061
H: -2.587 0.012 0.263  -1.299
H: 3.154 -0.036 0.857  0.016
H: -1.038 1.965 5.832  0.294
H: -2.044 3.756 1.095  -0.823
H: 1.560 -4.236 0.273  -0.071
H: 3.518 -1.752 1.652  -1.282
H: 1.362 -2.920 3.519  0.051
H: 0.572 1.808 -0.628  -0.033
H: 5.142 -0.285 -3.355  0.331
H: -0.787 -8.142 -0.536  0.388
H: 1.570 -1.973 5.820  0.266
H: 3.879 -2.578 -1.372  -0.038
H: 1.891 -5.365 -3.024  0.362
H: 3.723 5.149 -1.407  0.360
H: -2.868 1.627 2.556  -0.153
H: 0.695 -3.818 -4.548  0.109
H: 0.704 -0.164 1.674  -0.576
H: -0.039 -3.608 -0.270  -0.473
H: -0.683 7.543 -1.919  0.287
H: 3.723 -5.057 2.697  0.439
H: -1.566 3.818 -0.490  -0.925
H: 2.752 7.362 -1.267  0.432
H: 1.567 6.090 2.607  0.400
H: -4.905 0.559 1.140  0.088
H: 3.657 -1.258 -3.322  0.362
H: -2.472 -0.640 -2.124  -0.158
H: -3.576 4.568 -1.167  -0.334
H: -4.309 4.356 1.779  0.205
H: 2.717 -7.804 -1.455  0.491
H: -5.298 2.012 2.746  -0.019
H: 0.688 4.694 2.031  -0.093
H: 2.601 4.776 -3.562  0.294
H: 1.419 -3.361 -1.262  0.320
H: -1.406 -5.812 2.648  0.215
H: 0.397 -0.678 6.115  0.460
H: 1.411 -0.972 -1.100  -0.370
H: -1.366 5.139 -2.972  0.319
H: -0.140 3.451 5.406  0.450
H: -4.849 -1.182 0.976  0.301
H: -3.523 2.221 -3.878  0.246
H: 2.814 6.767 -2.889  0.502
H: 1.218 6.784 -2.059  0.181
H: -5.582 -0.171 -0.275  0.492
H: -1.924 -6.209 0.133  -0.295
H: 1.625 -7.492 -0.090  0.242
H: -0.556 -2.909 1.870  -0.540
H: 2.630 1.184 -0.118  -0.476
H: 2.347 3.648 -0.149  -0.120
H: -5.930 2.808 4.239  0.286
H: 2.556 0.366 -5.077  0.367
H: -2.461 4.447 3.384  0.271
H: -1.503 2.667 -2.371  -1.298
H: 2.399 0.698 -2.628  -0.846
H: -0.476 -4.710 -5.616  0.256
H: 0.300 2.223 -3.798  -0.438
H: -0.844 4.614 3.539  0.299
H: -3.777 -1.937 2.740  0.067
H: -1.651 -3.043 -2.656  -0.013
H: 5.537 -2.216 -1.719  0.551
H: -0.868 1.133 0.066  -0.086
H: 2.623 3.413 -2.643  -0.352
H: 4.712 2.525 -3.087  0.256
H: -5.377 5.058 0.492  0.467
H: 0.559 -0.324 -4.107  -0.083
H: 0.084 4.434 -3.334  0.301
H: -2.060 -4.130 -1.331  -0.475
H: 4.350 1.955 -1.540  0.186

Values from the calculation:
Structure (SMILES): COC[C@H](C)N.COC[C@H](C)N.COC[C@H](C)N.COC[C@H](C)N.COC[C@H](C)N.COC[C@H](C)N.COC[C@H](C)N.COC[C@H](C)N.COC[C@H](C)N.COC[C@H](C)N.CCO
Molar mass, g/mol: 937.45
Kohn-Sham gap, eV: 9.1
ΔE to the lowest compared entry with this formula, charge and spin, kcal per mole: 13.3

---

# 2
DFT (ωB97M-V with the def2-TZVPD basis set) results for a 7-piece molecular cluster, C42H29F4NO13P overall in a non-equilibrium geometry.

Last column: Mulliken charge in e.
Atoms and positions in Å:
P: 5.206 1.675 3.228  0.948
F: 5.409 1.673 4.933  -0.240
F: 7.608 0.865 2.312  -0.203
F: 5.876 -0.101 1.190  -0.107
F: 6.407 -0.747 3.404  -0.183
O: -3.430 -2.894 -1.849  -0.584
O: -5.737 -7.574 -2.800  -0.544
O: -1.962 0.651 2.895  -0.725
O: -4.270 -4.031 1.942  -0.548
O: -3.655 -0.739 -9.655  -0.534
O: -5.763 5.361 -1.721  -0.534
O: 7.381 2.244 -3.280  -0.538
O: 8.103 -2.907 -2.256  -0.525
O: 5.775 3.148 2.635  -0.464
O: -5.036 0.216 -0.665  -0.498
O: -5.710 -4.045 -6.052  -0.477
O: 5.820 7.403 8.649  -0.520
O: 3.428 2.936 7.088  -0.571
N: 2.660 2.683 2.684  -0.359
C: -2.416 -1.534 3.652  -0.431
C: 3.977 3.964 7.446  0.484
C: -3.961 -3.971 -2.068  0.517
C: 3.940 6.000 8.809  -0.338
C: -5.557 -3.420 -8.316  -0.445
C: -3.741 -2.958 2.159  0.190
C: -4.759 3.330 -2.351  -0.360
C: 8.377 0.212 -3.928  -0.366
C: 3.363 1.463 2.809  0.291
C: -6.040 2.250 -0.035  -0.306
C: 5.272 6.379 8.291  0.299
C: -2.995 -2.711 3.412  -0.542
C: -5.595 4.182 -1.478  0.310
C: -3.241 -0.674 1.424  -0.133
C: 7.937 -1.726 -2.492  0.248
C: 6.298 0.313 2.467  0.591
C: 1.277 2.556 2.413  -0.336
C: -4.322 -2.190 -6.486  -0.164
C: -4.578 2.036 -2.085  -0.360
C: -5.208 -6.501 -2.583  0.245
C: 8.557 -1.084 -3.670  -0.372
C: 3.338 4.878 8.415  -0.405
C: 7.109 -0.877 -1.610  -0.256
C: -5.204 1.398 -0.907  0.329
C: 6.929 0.419 -1.867  -0.267
C: 5.310 4.342 6.927  -0.146
C: -6.222 3.544 -0.301  -0.362
C: -3.820 -1.851 1.183  -0.101
C: -3.882 -5.077 -1.091  -0.174
C: -4.707 -4.218 -3.319  -0.238
C: 5.912 5.465 7.321  -0.416
C: 1.393 -0.205 2.316  -0.451
C: -3.805 -1.360 -7.392  -0.601
C: 7.548 1.062 -3.046  0.314
C: -5.287 -5.394 -3.560  -0.274
C: 0.640 1.161 2.227  0.078
C: -2.495 -0.428 2.675  0.356
C: -4.461 -6.254 -1.331  -0.523
C: -5.238 -3.284 -6.879  0.718
C: -4.125 -1.497 -8.829  0.278
C: 2.915 0.001 2.665  -0.182
C: -5.039 -2.590 -9.222  -0.400
H: 3.619 -0.901 2.804  0.249
H: 3.487 6.681 9.518  0.416
H: -4.756 -3.399 -4.020  0.237
H: 9.159 -1.721 -4.306  0.421
H: -3.288 0.147 0.722  0.542
H: -3.332 -4.879 -0.180  0.356
H: 6.662 -1.363 -0.752  0.486
H: -4.099 -2.103 -5.430  0.392
H: -5.262 -2.676 -10.278  0.407
H: -3.133 -0.555 -7.121  0.424
H: -0.495 1.125 2.007  0.252
H: 5.484 3.295 1.696  0.407
H: 8.824 0.699 -4.786  0.417
H: 6.888 5.757 6.952  0.424
H: -6.492 1.767 0.822  0.457
H: 5.758 3.659 6.217  0.349
H: -2.946 -3.533 4.116  0.454
H: 6.326 1.056 -1.232  0.419
H: -6.830 4.182 0.327  0.415
H: 0.910 -1.221 2.163  0.410
H: -5.836 -5.592 -4.471  0.535
H: -6.229 -4.225 -8.587  0.429
H: 2.362 4.586 8.784  0.415
H: -1.866 -1.335 4.564  0.473
H: -4.413 -7.075 -0.627  0.436
H: 0.639 3.497 2.297  0.352
H: -4.369 -2.048 0.271  0.438
H: -4.307 3.813 -3.208  0.415
H: -3.969 1.397 -2.713  0.480

Values from the calculation:
Molar mass, g/mol: 862.65
Net charge: +1
Kohn-Sham gap, eV: 6.3

---

# 3
DFT (ωB97M-V with the def2-TZVPD basis set) results for C42H30AsCoN6P2S4Se2 as an isolated structure in a non-equilibrium geometry.

Last column: Mulliken charge in e.
Atoms and positions in Å:
Se: 1.172 2.688 -1.666  -0.195
Se: -0.481 -4.770 0.320  -0.403
As: 4.353 3.046 0.298  0.550
Co: 1.883 1.913 0.890  -0.364
S: 2.654 3.977 1.261  -0.306
S: 4.951 4.097 -1.458  -0.660
S: 6.100 3.092 1.506  -0.651
S: 3.702 1.052 -0.224  -0.347
P: 0.357 0.766 -2.013  1.646
P: -0.402 -3.107 -0.958  -0.194
N: 2.597 1.253 2.716  0.967
N: 0.196 2.439 1.690  0.440
N: 1.007 -0.608 1.509  -0.601
N: -1.975 2.344 10.361  -0.613
N: 0.524 -1.731 1.098  -1.063
N: 1.055 0.257 0.533  1.465
C: 2.741 -3.458 -3.540  -0.647
C: -3.801 -2.585 -3.224  -0.760
C: -4.110 1.599 -2.474  -0.676
C: 2.773 -0.242 -5.128  -0.785
C: 2.841 1.023 4.962  -0.571
C: 1.962 1.423 3.923  -0.377
C: -3.656 0.949 -1.337  -1.074
C: -0.536 0.961 7.495  -0.864
C: -2.476 -2.798 -2.897  0.015
C: 2.286 0.341 -3.975  -0.663
C: 0.678 1.968 4.085  1.171
C: 3.802 0.744 2.979  -0.469
C: 1.906 -2.962 -2.554  -0.390
C: -3.017 -2.473 -0.573  -0.832
C: 0.257 -4.617 -3.143  -0.360
C: -2.321 0.617 -1.216  -0.229
C: -4.737 -2.325 -2.233  -0.564
C: 0.211 -0.869 -4.252  -0.372
C: -0.974 2.190 8.018  0.530
C: 0.011 0.895 6.238  -0.429
C: 2.330 -4.515 -4.335  -0.511
C: 1.004 0.023 -3.534  0.090
C: 0.117 2.038 5.431  0.728
C: 4.001 0.595 4.357  -1.506
C: 1.088 -5.100 -4.132  -0.837
C: -0.339 3.259 5.953  -0.296
C: 1.988 -1.142 -5.838  -0.613
C: 0.649 -3.524 -2.373  0.621
C: -1.895 1.569 -3.389  -0.575
C: -0.921 2.754 1.017  -0.687
C: 0.233 -1.621 -0.208  1.248
C: -1.504 2.763 3.154  -0.530
C: 0.567 -0.310 -0.595  -1.181
C: -0.852 3.343 7.223  -0.872
C: -0.139 2.420 3.026  -0.420
C: -4.339 -2.269 -0.905  -0.637
C: -1.992 2.965 1.878  -1.773
C: -2.075 -2.741 -1.567  0.973
C: -3.228 1.903 -3.501  -0.784
C: -1.524 2.269 9.300  0.073
C: 0.709 -1.453 -5.395  -0.595
C: -1.438 0.911 -2.247  0.317
H: 0.775 -5.947 -4.728  0.408
H: -2.055 2.832 4.074  0.489
H: 0.333 -0.057 5.840  0.596
H: 2.879 1.056 -3.419  0.425
H: -0.651 0.065 8.090  0.431
H: 0.105 -2.167 -5.936  0.428
H: 4.900 0.240 4.825  0.435
H: 2.368 -1.596 -6.743  0.400
H: -1.958 0.138 -0.317  0.695
H: -1.171 4.295 7.626  0.426
H: -2.996 3.220 1.592  0.486
H: 3.769 -0.005 -5.473  0.440
H: -3.582 2.412 -4.387  0.385
H: 3.721 -3.024 -3.677  0.458
H: 2.631 1.076 6.014  0.549
H: -0.692 -5.093 -2.929  0.453
H: -0.793 -1.080 -3.910  0.476
H: -5.065 -2.079 -0.127  0.466
H: -5.775 -2.187 -2.496  0.395
H: -5.151 1.878 -2.555  0.407
H: -1.186 1.823 -4.167  0.510
H: -0.961 2.834 -0.055  0.808
H: -4.339 0.708 -0.535  0.544
H: -1.755 -3.035 -3.669  0.340
H: 2.236 -2.145 -1.925  0.584
H: -0.246 4.152 5.349  0.567
H: 2.985 -4.903 -5.102  0.411
H: -2.691 -2.464 0.460  0.389
H: 4.498 0.465 2.205  0.651
H: -4.107 -2.637 -4.261  0.389

Values from the calculation:
Molar mass, g/mol: 1100.73
Net charge: -2
Kohn-Sham gap, eV: 4.2
ΔE to the lowest compared entry with this formula, charge and spin, kcal per mole: 32.1

---

# 4
DFT (ωB97M-V with the def2-TZVPD basis set) results for C42H30AuCl4N4O4S2 as an isolated structure.

Last column: Mulliken charge in e.
Atoms and positions in Å:
Au: -1.700 2.881 -1.552  0.834
Cl: -8.893 2.783 -0.580  -0.127
Cl: -4.912 -0.848 -0.119  -0.016
Cl: -6.828 5.083 -1.185  -0.153
Cl: -7.969 -0.089 -0.082  -0.122
S: -1.155 -1.358 -0.982  1.149
S: 1.220 1.019 -1.026  0.707
O: -1.751 -1.528 -2.330  -0.839
O: 0.665 2.415 -0.995  -0.775
O: -3.278 1.469 -0.784  -0.676
O: -4.077 4.053 -1.033  -0.546
N: -1.897 8.982 -2.342  -0.365
N: -0.886 6.975 -2.659  -0.686
N: -0.929 4.519 -2.708  -0.540
N: -3.117 7.079 -1.897  -0.254
C: -4.920 3.208 -0.903  0.114
C: -6.356 3.471 -0.899  0.113
C: 0.840 -0.378 3.314  1.323
C: 3.796 -2.176 0.574  -0.641
C: 3.667 0.219 -1.906  -0.088
C: -4.457 1.739 -0.698  0.534
C: 0.796 1.000 2.981  -1.105
C: 2.927 -3.413 -1.340  0.953
C: 1.191 -0.892 0.943  -0.693
C: -6.774 1.079 -0.384  0.563
C: 1.127 0.452 0.678  0.938
C: 2.988 1.170 -1.163  0.177
C: 5.749 1.330 -1.387  0.884
C: 7.245 1.399 -1.479  -1.504
C: 0.685 -2.149 4.950  -0.705
C: 0.671 -0.817 4.649  -0.979
C: 1.036 -1.337 2.291  0.722
C: -7.224 2.474 -0.640  0.375
C: -2.662 -3.601 -0.471  -0.569
C: -1.967 7.644 -2.298  0.696
C: -3.335 -4.315 1.742  0.936
C: 2.715 -2.492 -0.286  1.079
C: 5.230 -3.672 -0.657  -0.694
C: -4.049 -5.288 2.635  -1.586
C: 3.660 2.220 -0.552  -0.564
C: 0.448 -2.188 -1.054  0.577
C: 0.870 -3.105 3.930  -0.922
C: 1.043 -2.712 2.634  -0.581
C: -2.645 -3.231 2.280  -0.926
C: 5.021 -2.752 0.390  -0.979
C: 0.925 1.412 1.690  -1.075
C: 1.867 -3.709 -2.234  -1.223
C: -5.471 0.728 -0.398  -0.184
C: 1.432 -1.874 -0.154  -0.311
C: 5.047 0.301 -2.006  -0.875
C: -0.951 5.679 -2.663  0.669
C: -1.972 -2.336 1.462  0.041
C: 5.035 2.293 -0.671  -0.821
C: 4.206 -3.995 -1.500  -0.959
C: -1.975 -2.538 0.092  -0.172
C: -3.339 -4.481 0.357  -0.881
C: 0.654 -3.104 -2.105  -0.829
H: 0.857 2.455 1.414  0.618
H: -2.642 -3.077 3.352  0.451
H: 7.601 1.000 -2.428  0.386
H: 3.125 -0.575 -2.406  0.584
H: 6.206 -4.121 -0.790  0.428
H: -1.455 -1.486 1.892  0.719
H: -3.362 -6.052 3.003  0.284
H: 7.601 2.424 -1.383  0.386
H: 1.181 -3.452 1.856  0.525
H: -3.194 6.080 -1.781  0.113
H: -1.039 9.397 -2.660  0.246
H: -4.476 -4.786 3.504  0.395
H: 4.358 -4.701 -2.308  0.455
H: 3.648 -1.465 1.376  0.507
H: -3.893 7.640 -1.594  0.205
H: 3.103 2.976 -0.013  0.434
H: -2.663 9.572 -2.079  0.189
H: 2.043 -4.417 -3.034  0.416
H: 7.705 0.813 -0.681  0.280
H: 0.530 -0.077 5.426  0.452
H: 0.874 -4.158 4.179  0.474
H: 5.583 -0.442 -2.584  0.425
H: -4.853 -5.796 2.104  0.406
H: 0.557 -2.476 5.974  0.419
H: 5.840 -2.497 1.050  0.462
H: -3.881 -5.313 -0.076  0.390
H: 0.646 1.722 3.775  0.413
H: -0.152 -3.284 -2.803  0.636
H: -2.683 -3.711 -1.549  0.499
H: 5.569 3.111 -0.204  0.384

Values from the calculation:
Molar mass, g/mol: 1057.64
Net charge: +1
Kohn-Sham gap, eV: 4.9
ΔE to the lowest compared entry with this formula, charge and spin, kcal per mole: 0.0

---

| no. | HOMO level (eV) |
| --- | --- |
| 1 | -8.734 |
| 2 | -11.417 |
| 3 | -0.959 |
| 4 | -10.089 |